Entry 1:
Density functional theory data (ωB97M-V with the def2-TZVPD basis set) for a 9-piece molecular cluster, C29H61ClFINO10P3 overall.

- frontier orbital gap (eV) = 8.6

CARTESIAN COORDINATES (ANGSTROEM)
C  3.8069  -1.5385  2.3481
C  3.3450  -1.4885  0.8879
P  2.2799  -0.0350  0.4539
C  2.5915  0.1210  -1.3648
P  0.1649  -0.5168  0.8700
Cl  -0.3470  -0.4877  -1.3028
I  0.6103  -0.5107  3.3709
C  -1.0309  0.9512  1.0899
C  -0.4976  2.1016  1.8997
O  -1.1495  2.6728  2.6959
F  0.7539  2.4904  1.6680
P  -0.7091  -2.5933  0.9452
N  -1.4861  -2.8815  2.4210
O  -2.0003  -2.4755  -0.0598
H  4.7593  -2.0523  2.3880
H  3.9112  -0.5339  2.7422
H  3.0773  -2.0492  2.9627
H  2.9314  -2.4320  0.5407
H  4.2357  -1.3174  0.2871
H  2.4649  -0.8276  -1.8730
H  3.6518  0.3697  -1.4122
H  2.0355  0.9264  -1.8133
H  -1.2730  1.3204  0.1043
H  -1.9187  0.5944  1.5875
H  -0.8441  -3.2166  3.1218
H  -2.0452  -2.1143  2.7720
H  -2.2307  -3.3499  -0.3877
C  1.2412  1.8566  -6.5794
C  0.9190  1.6616  -5.1177
O  1.7834  1.4214  -4.3076
C  -0.5289  1.7776  -4.7125
H  2.3124  1.7464  -6.7321
H  0.7182  1.1108  -7.1798
H  0.9377  2.8549  -6.8984
H  -1.1251  1.0276  -5.2341
H  -0.9086  2.7732  -4.9476
H  -0.6095  1.6100  -3.6402
C  -4.5966  -1.0509  0.4928
C  -5.9202  -1.7729  0.4615
O  -6.1091  -2.7097  -0.2810
C  -7.0004  -1.2775  1.3919
H  -3.9174  -1.5072  -0.2206
H  -4.7423  -0.0013  0.2271
H  -4.1599  -1.1216  1.4909
H  -7.2426  -0.2384  1.1632
H  -6.6633  -1.3521  2.4271
H  -7.8948  -1.8837  1.2666
C  7.5305  -2.0499  -2.0917
C  6.8212  -2.3908  -0.8082
O  6.3807  -1.5287  -0.0801
C  6.6845  -3.8525  -0.4643
H  7.5589  -0.9701  -2.2152
H  8.5533  -2.4271  -2.0622
H  7.0007  -2.4917  -2.9380
H  7.6722  -4.3062  -0.3722
H  6.1204  -4.3677  -1.2433
H  6.1571  -3.9557  0.4820
C  -8.2215  -0.1365  -3.5988
C  -8.8976  -0.4489  -2.2877
O  -9.2982  0.4316  -1.5593
C  -9.0499  -1.9038  -1.9244
H  -8.1737  0.9393  -3.7380
H  -7.2069  -0.5384  -3.6015
H  -8.7858  -0.5717  -4.4245
H  -8.0664  -2.3712  -1.8532
H  -9.6474  -2.4190  -2.6786
H  -9.5494  -1.9860  -0.9614
C  0.5496  0.1411  7.8070
C  1.2334  -1.1350  7.3807
O  1.7292  -1.2473  6.2853
C  1.2694  -2.2632  8.3834
H  0.5955  0.8647  6.9960
H  -0.4962  -0.0574  8.0472
H  1.0491  0.5578  8.6830
H  0.2533  -2.5611  8.6474
H  1.7984  -1.9462  9.2833
H  1.7874  -3.1158  7.9502
C  3.1609  3.5216  2.7427
C  4.5664  3.9026  3.1338
O  5.1490  3.3511  4.0377
C  5.2196  5.0104  2.3397
H  2.8088  2.7172  3.3840
H  2.4968  4.3803  2.8538
H  3.1432  3.1794  1.7078
H  4.6391  5.9294  2.4334
H  5.2821  4.7284  1.2875
H  6.2238  5.1855  2.7200
C  -10.9540  2.1133  -4.5841
C  -10.4274  1.8630  -5.9777
O  -9.2489  1.7075  -6.1978
C  -11.4457  1.8162  -7.0920
H  -10.1315  2.1256  -3.8741
H  -11.4660  3.0760  -4.5478
H  -11.6515  1.3233  -4.3005
H  -11.9759  2.7676  -7.1533
H  -12.1627  1.0142  -6.9096
H  -10.9401  1.6310  -8.0370
C  11.5312  0.0100  1.4309
C  10.3085  -0.3049  0.6033
O  10.3693  -1.0399  -0.3562
C  9.0096  0.3330  1.0254
H  12.3922  -0.5124  1.0198
H  11.7258  1.0832  1.4151
H  11.3774  -0.3140  2.4612
H  9.0971  1.4204  0.9939
H  8.7509  0.0174  2.0373
H  8.2201  0.0196  0.3472

Atom charges from the Mulliken analysis, given in e for atoms 1 to 8: number 1, C, carries -1.424; number 2, C, carries 0.209; number 3, P, carries 0.864; number 4, C, carries -1.558; number 5, P, carries -0.114; number 6, Cl, carries -0.457; number 7, I, carries -0.171; number 8, C, carries -0.656


Entry 2:
Density functional theory data (ωB97M-V with the def2-TZVPD basis set) for a 2-piece molecular cluster, C4H14N2OS overall.

- frontier orbital gap (eV) = 9.0

CARTESIAN COORDINATES (ANGSTROEM)
C  -0.0896  0.4124  -2.3507
N  -0.3674  1.4369  -1.2922
C  -0.5112  0.8623  0.0752
C  0.9771  0.8737  0.6726
S  1.3513  1.3479  2.4021
C  -1.3321  -0.4934  0.0175
N  -1.8987  -0.6705  1.3216
H  -0.9160  0.1558  -2.9849
H  0.4756  -0.2980  -1.8565
H  0.6642  0.8074  -3.0589
H  -0.9573  2.2756  -1.5012
H  -0.9812  1.4011  0.7801
H  1.5484  1.7379  0.2249
H  1.5699  -0.0418  0.4074
H  1.4552  0.2902  3.2263
H  -1.9846  -0.5227  -0.8585
H  -0.6039  -1.3920  -0.1342
H  -2.3616  0.1576  1.7145
H  -1.1292  -0.8680  1.8381
H  1.2059  -1.8759  0.2476
H  1.9676  -3.2532  0.4433
O  1.9177  -2.3433  0.6660

Atom charges from the Mulliken analysis, given in e for atoms 1 to 8: number 1, C, carries -0.890; number 2, N, carries -0.397; number 3, C, carries -0.109; number 4, C, carries -0.693; number 5, S, carries -0.254; number 6, C, carries -0.309; number 7, N, carries -0.708; number 8, H, carries 0.308


Entry 3:
Density functional theory data (ωB97M-V with the def2-TZVPD basis set) for a 2-piece molecular cluster, C3H5NO overall.

- frontier orbital gap (eV) = 9.8

CARTESIAN COORDINATES (ANGSTROEM)
C  1.1708  0.1745  0.8054
C  1.3922  -1.0979  0.8797
C  -1.7116  0.2857  -1.1359
N  0.7288  1.2859  0.9129
O  -2.6162  0.5611  -0.3567
H  2.2206  -1.5094  1.2285
H  0.5452  -1.8856  0.5735
H  -1.9066  -0.0784  -2.2550
H  -0.6168  0.2752  -0.8388
H  0.7937  1.9888  0.1864

Atom charges from the Mulliken analysis, given in e for atoms 1 to 8: number 1, C, carries 0.536; number 2, C, carries -0.864; number 3, C, carries 0.047; number 4, N, carries -0.423; number 5, O, carries -0.389; number 6, H, carries 0.342; number 7, H, carries 0.182; number 8, H, carries 0.220